# 1
ORCA calculation (wB97M-V/def2-TZVPD) on a molecular structure, C34H31KN10PS3SbSe4.

```
85
C34H31KN10PS3SbSe4 (wB97M-V/def2-TZVPD)
C 1.308 -5.419 4.903
N 2.418 -7.296 6.319
H 1.010 -1.817 -1.757
C 1.368 3.673 -4.604
P -0.842 -0.539 -2.731
N 3.067 1.334 -2.378
C -1.158 3.843 3.012
C -1.496 -1.532 3.133
C -2.040 -2.989 -2.256
N -2.341 3.209 2.663
C -1.740 -2.059 -3.260
H -1.695 -1.447 4.190
H 3.122 -4.682 3.991
N 0.793 3.220 -2.397
Se 6.177 -0.052 1.816
Se 2.572 1.893 2.462
N -1.278 -1.259 0.900
H -0.068 1.247 -4.139
C -0.077 -5.253 5.019
H -0.249 -0.216 -5.119
C -2.997 -4.490 -3.878
H 1.903 3.666 -5.541
N 4.685 -0.209 -1.628
C 0.029 -3.496 3.394
C 1.947 -6.451 5.693
Se 2.531 -1.473 0.621
C -4.447 1.625 1.161
H -2.522 0.075 2.049
C -0.714 -4.290 4.266
K 0.782 0.939 -0.273
H -1.683 0.746 -4.653
H -2.174 4.434 -2.428
C 1.400 -3.643 3.277
C 0.921 4.308 1.856
C 0.859 -1.269 -2.690
H 4.370 3.818 -4.236
H -1.344 4.499 5.073
C 4.190 2.920 -3.660
H -2.861 -4.912 -1.773
C -0.728 4.461 4.182
H -3.474 -5.432 -4.120
H 1.012 -1.937 -3.537
C 3.014 2.456 -3.178
C -0.249 3.895 -2.788
H 2.374 5.293 3.059
H -1.318 3.744 -1.102
C -3.912 0.821 -1.053
C 0.547 4.994 4.157
H 1.593 -0.458 -2.721
H -0.638 -5.890 5.690
Sb 3.791 -0.268 2.460
C -1.873 -0.786 2.059
N -1.294 4.243 -1.987
H 0.089 -2.892 0.664
C -2.212 2.780 1.374
H 1.972 -2.983 2.618
S -0.182 4.427 -4.458
H -3.896 0.320 -2.018
H -1.788 -4.155 4.334
S -5.242 0.627 0.029
S 5.479 1.910 -3.109
C 4.306 0.904 -2.253
N -1.056 3.091 0.858
H -3.102 3.001 3.280
C -2.735 -3.563 -4.878
H -4.889 1.832 2.127
H 0.941 5.464 5.051
C -3.248 2.019 0.666
C -2.111 -2.356 -4.571
C -2.650 -4.197 -2.563
H -1.912 -1.647 -5.367
H 3.951 -0.659 -1.044
H -1.795 -2.741 -1.226
N -0.645 -2.496 2.630
H -3.008 -3.782 -5.905
C -0.367 3.770 1.864
C 1.724 3.115 -3.424
C -0.707 0.380 -4.325
Se 3.466 -1.554 4.538
H 5.585 -0.213 -1.140
H 1.562 4.206 0.989
C -0.544 -2.280 1.289
C 2.043 -4.608 4.042
C 1.361 4.917 3.015
N -2.963 1.570 -0.606
```

Multiplicity = 1
Net charge = -2
Electronic energy = -13843.893331 a.u.


# 2
ORCA calculation (wB97M-V/def2-TZVPD) on a molecular structure, C34H31KN10PS3SbSe4.

```
85
C34H31KN10PS3SbSe4 (wB97M-V/def2-TZVPD)
C 4.026 -0.139 -3.093
C 1.349 4.905 7.202
N -2.105 2.048 -2.682
C 0.531 5.657 5.023
C 0.594 3.290 5.520
N -0.755 3.771 2.132
H -1.981 2.078 2.598
C -0.466 4.389 0.927
H 4.911 -0.441 -2.547
Sb -3.498 -2.819 -4.119
C 0.089 3.012 4.263
S 3.243 -0.384 1.573
C 3.047 0.593 -2.450
C -3.512 -1.943 1.871
C 0.303 -2.419 3.090
H 3.137 0.865 -1.405
C -0.924 -3.638 1.423
C -1.600 2.738 1.834
N 1.777 5.144 8.242
H 0.835 2.485 6.199
H 4.122 -2.439 0.521
C 0.988 -4.644 2.486
C 3.878 -0.535 -4.428
C 3.272 -1.778 0.552
C 2.136 -1.835 -0.186
S 1.352 -5.088 -2.291
H -0.260 -2.665 -4.440
Se -1.905 -1.004 -4.926
K -1.147 -0.659 -1.753
C -1.957 -0.386 3.630
C 2.047 -4.195 -0.989
H -4.317 -1.208 1.921
N 0.742 1.566 -2.741
N -1.857 2.658 0.559
C 1.905 0.932 -3.173
H 2.006 -3.417 3.924
N 1.255 -0.787 0.011
C 0.007 5.380 3.774
H 0.140 1.246 0.781
H -0.248 6.182 3.095
C -0.218 4.060 3.397
H -0.010 0.564 -5.612
N 0.148 -3.570 -4.171
C -0.061 -4.711 1.578
H 4.650 -1.139 -4.889
C -3.367 2.221 -2.918
Se -5.745 -1.878 -4.458
H -0.203 -5.589 0.960
N 0.994 1.154 1.326
N 0.567 1.052 -4.933
C -0.012 1.598 -3.818
C -2.124 2.348 -4.969
C 1.176 -3.490 3.230
H -2.787 0.324 3.678
H -1.802 2.365 -5.996
H 0.223 5.213 0.863
H 0.471 -1.527 3.681
H -0.480 -4.338 -4.423
H -2.108 -1.154 4.392
H -1.031 0.150 3.842
S -3.768 2.477 -4.561
H -4.127 2.195 -2.151
C 2.759 -0.193 -5.164
H 1.530 2.010 1.286
P -1.901 -1.078 1.917
C 1.785 -2.878 -1.155
N 1.073 -2.521 -2.274
H -1.705 -3.703 0.671
C -1.392 2.072 -3.852
C 1.787 0.560 -4.515
Se -3.074 -3.134 -1.675
C -0.764 -2.484 2.198
H -3.611 -2.661 2.690
C 1.705 0.042 0.891
Se -2.891 -4.936 -5.241
H 0.706 6.679 5.327
H -0.037 1.990 3.930
C 0.817 4.612 5.900
H -1.128 3.806 -1.091
H 2.488 -4.677 -0.133
H 1.667 -5.482 2.597
C -1.139 3.686 -0.021
C 0.764 -3.575 -2.987
H 2.631 -0.523 -6.186
H -3.617 -2.451 0.910
```

Multiplicity = 1
Net charge = -2
Electronic energy = -13843.908551 a.u.